{"formula": "C4H9I2N", "method": "the ωB97M-V functional and the def2-TZVPD basis", "relative_energy_kj_mol": 283.7, "orbital_gap_ev": [9.53, 3.86], "largest_force_ev_per_a": 3.84, "species": ["C", "C", "C", "C", "N", "I", "I", "H", "H", "H", "H", "H", "H", "H", "H", "H"], "xyz": [[1.551926, 0.380903, 0.781963], [0.401994, 0.901659, -1.314453], [0.925501, -0.103477, -0.479214], [-1.328887, -1.251932, 0.479877], [-1.113431, -0.723477, 1.574881], [-0.741764, -3.319770, -0.197091], [-4.219555, 1.617454, -0.482449], [2.298975, 1.004732, 0.304578], [1.961252, -0.253050, 1.507519], [0.983337, 1.173724, 1.151827], [-0.214608, 0.381263, -2.023253], [0.929544, 1.737187, -1.677256], [-0.355816, 1.444290, -0.702328], [1.128536, -1.143102, -0.817931], [-1.846888, -0.922285, -0.360606], [-0.360111, -0.924119, 2.253943]], "forces_ev_per_a": [[0.334, 0.634, -2.694], [-3.566, 0.373, 0.149], [2.038, -2.757, 1.720], [1.762, -1.506, 1.904], [0.137, 0.761, -0.433], [0.003, 0.361, 0.358], [0.054, -0.027, 0.017], [1.384, 0.075, 0.421], [0.455, -1.060, 0.827], [-1.506, 0.941, 1.352], [-0.067, 0.346, -1.239], [1.494, 0.633, -0.915], [-0.014, -0.075, -0.035], [-0.187, 1.083, 0.112], [-1.308, 0.942, -0.838], [-1.013, -0.725, -0.706]], "nbo_charge": [-0.70, -0.71, -0.09, 0.13, -0.64, -0.10, 0.00, 0.23, 0.22, 0.22, 0.22, 0.23, 0.21, 0.20, 0.19, 0.40]}

{"formula": "C10H9P3", "method": "the ωB97M-V functional and the def2-TZVPD basis", "relative_energy_kj_mol": 0.0, "orbital_gap_ev": [6.06, 6.06], "largest_force_ev_per_a": 3.03, "species": ["C", "C", "C", "C", "C", "C", "C", "C", "C", "C", "P", "P", "P", "H", "H", "H", "H", "H", "H", "H", "H", "H"], "xyz": [[1.090016, -3.422194, 0.424754], [1.587099, -2.540116, 1.383203], [0.526446, -2.836474, -0.718601], [1.278190, -1.174922, 1.330755], [0.481230, -1.505582, -0.920775], [0.827114, -0.597446, 0.125240], [0.519085, 1.879749, -0.585595], [-0.359464, 3.085707, -0.593438], [0.373115, 0.745968, 0.067568], [-1.696213, 2.833173, -1.302590], [-3.367488, 0.172430, 2.096234], [-1.754395, 3.075098, 0.549527], [-1.750336, 1.041589, 1.265980], [1.047337, -4.501477, 0.646239], [1.841537, -2.937473, 2.331280], [0.139284, -3.511262, -1.413014], [1.552274, -0.698432, 2.253172], [0.031595, -1.105235, -1.844163], [1.541972, 2.332560, -0.838456], [0.210586, 3.994863, -0.782182], [-2.187746, 3.816857, -1.628835], [-1.931237, 1.852620, -1.846304]], "forces_ev_per_a": [[0.134, 0.791, 0.316], [-1.947, -0.130, -0.355], [0.967, -1.711, 1.107], [1.299, -0.945, -0.887], [-0.337, 2.202, -0.042], [-0.138, -1.383, 0.690], [2.458, 1.446, 1.020], [-0.478, -1.251, -0.725], [-2.196, 0.769, 0.302], [-0.873, 1.352, -0.024], [2.101, 0.829, -0.923], [-1.198, 0.839, 0.304], [0.183, -1.243, -0.548], [0.180, 0.661, -0.478], [0.738, -0.302, 0.735], [-0.654, -0.740, -1.363], [-0.303, 1.055, -0.073], [0.315, -0.162, 0.561], [-0.964, -1.817, -0.342], [-0.478, -0.069, 0.071], [0.677, -1.866, -0.311], [0.514, 1.674, 0.966]], "nbo_charge": [-0.19, -0.20, -0.22, -0.17, -0.17, -0.16, -0.27, -0.52, 0.02, -0.64, -0.06, 0.46, 0.05, 0.22, 0.21, 0.21, 0.22, 0.22, 0.24, 0.25, 0.24, 0.26]}

{"formula": "C53H59N4O2", "method": "the ωB97M-V functional and the def2-TZVPD basis", "orbital_gap_ev": 5.60, "charge": 1, "largest_force_ev_per_a": 4.65, "species": ["C", "C", "C", "C", "C", "C", "N", "C", "C", "C", "C", "C", "C", "C", "C", "C", "C", "O", "N", "C", "C", "C", "C", "C", "C", "C", "C", "C", "C", "C", "C", "C", "C", "H", "H", "H", "H", "H", "H", "H", "H", "H", "H", "H", "H", "H", "H", "H", "H", "H", "H", "H", "H", "H", "H", "H", "H", "H", "H", "H", "H", "H", "H", "H", "H", "C", "N", "C", "O", "C", "C", "C", "C", "C", "C", "C", "C", "N", "C", "C", "C", "C", "C", "C", "C", "C", "C", "C", "C", "C", "C", "H", "H", "H", "H", "H", "H", "H", "H", "H", "H", "H", "H", "H", "H", "H", "H", "H", "H", "H", "H", "H", "H", "H", "H", "H", "H", "H"], "xyz": [[6.907703, 1.993569, -4.238433], [6.209371, 1.564461, -2.981448], [5.818558, 0.235034, -2.801433], [5.153823, -0.181371, -1.637738], [4.976483, -1.642171, -1.349581], [4.756441, 0.800717, -0.715815], [4.047663, 0.426612, 0.468324], [2.805457, -0.129320, 0.607884], [1.987705, -0.823048, -0.398114], [1.563548, -0.164462, -1.670768], [1.894643, -1.003031, -2.853392], [1.813025, 1.273346, -1.819618], [1.672442, 2.199611, -0.768304], [1.982912, 3.547888, -0.952301], [2.454817, 4.002673, -2.188542], [2.620029, 3.096470, -3.234770], [2.229879, 1.772535, -3.079399], [1.712506, -2.041268, -0.251931], [2.715663, -0.558390, 1.903635], [1.677109, -1.357246, 2.453620], [0.353740, -0.928000, 2.334898], [0.065409, 0.426273, 1.786657], [-0.679183, -1.783466, 2.740898], [-0.377285, -3.007732, 3.349045], [-1.490033, -3.920151, 3.777745], [0.957476, -3.371461, 3.523043], [2.007908, -2.559581, 3.077283], [3.423867, -3.001126, 3.227099], [3.808439, -0.069728, 2.610366], [4.628137, 0.524125, 1.738558], [5.263183, 2.107048, -0.801031], [5.061694, 3.115086, 0.282800], [5.963250, 2.476392, -1.954419], [7.100792, 3.071184, -4.216754], [7.868422, 1.476172, -4.366783], [6.296084, 1.770768, -5.122515], [6.072092, -0.512291, -3.559238], [5.393515, -1.909779, -0.365741], [3.928263, -1.966838, -1.372463], [5.520056, -2.220533, -2.110575], [1.321776, -0.681523, -3.732681], [2.973007, -0.925410, -3.111055], [1.683814, -2.058582, -2.638344], [1.289511, 1.864404, 0.193262], [1.863999, 4.242429, -0.117972], [2.717733, 5.051724, -2.322112], [3.038067, 3.409776, -4.192332], [2.312492, 1.096582, -3.932657], [-0.938296, 0.748047, 2.080212], [0.775243, 1.187758, 2.142702], [0.077059, 0.396321, 0.686490], [-1.716960, -1.477301, 2.591052], [-1.140451, -4.615477, 4.547582], [-2.334481, -3.350159, 4.181995], [-1.868072, -4.518362, 2.936544], [1.199005, -4.322174, 4.001989], [3.430027, -4.006708, 3.661026], [3.945976, -3.054181, 2.262448], [3.998177, -2.350857, 3.898891], [3.920544, -0.264182, 3.660479], [5.600191, 0.956978, 1.876669], [5.367839, 4.096941, -0.096520], [4.015589, 3.201755, 0.596116], [5.681905, 2.903759, 1.163395], [6.320824, 3.505603, -2.045382], [-7.299000, -0.372240, 0.864080], [-5.973648, 0.193194, 0.802875], [-5.658409, 1.279876, 1.574069], [-6.442122, 1.895665, 2.292719], [-4.178103, 1.577966, 1.365593], [-3.395187, 1.632804, 2.680144], [-3.833512, 2.718531, 3.634102], [-4.005611, 2.422754, 4.986397], [-4.432725, 3.414979, 5.871288], [-4.639567, 4.723144, 5.403657], [-4.422558, 5.025552, 4.053462], [-4.020983, 4.023963, 3.165779], [-3.756891, 0.485570, 0.465324], [-2.529391, 0.538930, -0.101553], [-1.885256, -0.535099, -0.723692], [-0.899465, -0.448337, -1.732070], [-1.008669, -1.487819, -2.765201], [-1.089441, -1.202195, -4.151618], [-1.329934, -2.219568, -5.074628], [-1.452948, -3.545418, -4.642441], [-1.701661, -4.671073, -5.599664], [-1.355082, -3.842756, -3.278127], [-1.112304, -2.837105, -2.352128], [-4.833407, -0.482098, 0.174297], [-4.617404, -1.855404, 0.832567], [-5.074326, -0.686705, -1.327495], [-7.894932, 0.244729, 1.535903], [-7.757605, -0.380547, -0.128879], [-7.268357, -1.398496, 1.243192], [-4.080444, 2.545905, 0.835665], [-3.473103, 0.645201, 3.170888], [-2.338909, 1.799195, 2.421213], [-3.815779, 1.403397, 5.332213], [-4.606252, 3.169986, 6.918955], [-4.959711, 5.508567, 6.096062], [-4.572673, 6.042081, 3.679138], [-3.851530, 4.243552, 2.112430], [-2.016198, 1.504435, -0.009582], [-2.249211, -1.535296, -0.455956], [-0.557828, 0.552015, -2.028113], [-0.991056, -0.162244, -4.483874], [-1.414768, -1.993853, -6.138633], [-2.649479, -5.173295, -5.363879], [-1.750019, -4.312264, -6.631617], [-0.916339, -5.436629, -5.531810], [-1.455862, -4.880743, -2.948211], [-0.983581, -3.074310, -1.297365], [-4.656456, -1.768108, 1.928836], [-5.413880, -2.535253, 0.498179], [-3.655759, -2.294038, 0.546934], [-5.381051, 0.257778, -1.795833], [-4.169449, -1.057105, -1.822653], [-5.872286, -1.427903, -1.463489]], "forces_ev_per_a": [[0.137, 0.125, -0.202], [-0.198, -0.097, 0.195], [-0.120, -0.005, 0.485], [-0.060, 0.330, -0.216], [-0.118, -0.491, -0.230], [0.961, 0.411, -0.612], [-0.868, -0.004, 1.227], [1.892, -1.610, 1.750], [-2.476, -1.265, -3.733], [1.281, -0.157, 2.308], [-0.034, -0.688, -0.608], [0.010, 0.372, -0.535], [-0.081, 0.173, -0.266], [-0.062, -0.094, -0.252], [0.212, -0.006, 0.334], [-0.361, -0.040, -0.019], [0.242, -0.043, 0.282], [1.059, 1.661, 0.906], [0.854, 1.676, -0.431], [-0.926, -0.454, 0.505], [-0.120, -0.356, 0.263], [-0.402, 0.364, -0.268], [0.793, 0.108, 0.095], [-0.104, 0.203, -0.346], [-0.130, -0.216, 0.146], [0.150, 0.301, -0.071], [-0.569, -0.008, -0.161], [0.398, -0.535, 0.186], [-0.735, -0.684, 0.133], [0.040, -0.129, -1.040], [-0.370, -0.159, -0.531], [0.024, 0.655, 0.144], [-0.072, -0.293, 0.116], [0.001, -0.209, -0.078], [-0.235, 0.101, 0.063], [0.122, 0.048, 0.189], [-0.039, 0.218, 0.278], [-0.131, 0.121, -0.247], [0.329, 0.017, 0.060], [-0.196, 0.104, 0.294], [0.180, -0.324, 0.130], [-0.483, 0.095, 0.059], [-0.044, 0.317, -0.212], [0.151, 0.211, -0.254], [-0.012, -0.140, -0.280], [-0.060, -0.252, 0.046], [-0.218, 0.059, 0.243], [0.081, 0.283, 0.361], [0.382, -0.188, -0.007], [-0.143, -0.258, -0.084], [0.052, 0.106, 0.340], [0.248, -0.032, 0.141], [-0.137, 0.090, -0.120], [0.158, -0.117, -0.055], [0.131, 0.148, 0.147], [-0.075, 0.253, -0.108], [0.135, 0.199, -0.086], [-0.118, 0.105, 0.159], [-0.097, -0.254, -0.160], [-0.053, 0.190, 0.026], [-0.004, -0.024, -0.029], [-0.094, -0.163, 0.173], [0.244, -0.151, 0.022], [-0.150, 0.124, -0.194], [-0.123, -0.329, 0.022], [-0.144, -0.354, -0.290], [0.423, 0.525, 0.403], [-0.939, 0.329, 0.416], [1.178, -0.743, -0.958], [-0.365, 0.332, -0.351], [0.201, -0.355, 0.033], [0.037, 0.189, -0.100], [-0.201, 0.224, -0.091], [0.069, 0.340, -0.310], [0.084, -0.269, -0.015], [0.045, -0.142, -0.047], [-0.069, -0.091, 0.630], [1.011, 0.586, 0.042], [0.211, -0.829, -0.089], [-0.241, -0.100, 1.160], [-0.252, 1.385, -0.956], [0.373, -0.806, -0.395], [-0.015, 0.171, 0.720], [0.125, -0.162, 0.384], [-0.068, 0.081, 0.076], [-0.116, -0.218, -0.270], [0.247, 0.310, 0.210], [-0.178, 0.265, -0.373], [-0.392, -0.528, 0.094], [0.022, -0.012, 0.256], [0.068, 0.337, -0.041], [0.093, -0.044, -0.079], [-0.029, 0.006, 0.119], [-0.062, 0.121, 0.019], [-0.105, -0.418, 0.181], [0.117, 0.334, -0.144], [-0.309, -0.062, 0.105], [-0.158, 0.309, -0.029], [0.081, 0.110, -0.256], [0.099, -0.340, -0.296], [0.036, -0.347, 0.211], [-0.103, 0.114, 0.251], [-0.339, -0.149, -0.224], [-0.007, 0.579, -0.556], [-0.671, -0.420, -0.113], [-0.070, -0.393, 0.098], [0.045, -0.011, 0.301], [0.167, 0.119, -0.091], [0.006, -0.113, 0.136], [-0.137, 0.235, -0.028], [0.092, 0.341, -0.099], [-0.040, -0.022, -0.192], [0.042, -0.034, -0.294], [0.283, 0.138, 0.201], [-0.289, 0.049, 0.058], [0.110, -0.220, 0.087], [-0.224, 0.035, 0.086], [0.207, 0.222, 0.017]], "mulliken_charge": [-1.64, 0.55, -0.79, 0.31, -1.15, 0.42, 1.58, -0.85, -0.10, 3.05, -3.41, 0.61, 0.34, -0.77, -0.60, -0.81, -1.42, -0.65, 0.74, -0.03, 0.19, 0.85, -0.13, 0.33, -1.55, -1.06, 0.88, -1.49, -1.55, -0.66, 1.08, -2.05, -1.05, 0.37, 0.38, 0.35, 0.45, 0.29, 0.17, 0.48, 0.66, 0.46, 0.42, 0.66, 0.43, 0.42, 0.45, 0.33, -0.81, 0.79, -1.31, 0.31, 0.41, 0.37, 0.28, 0.40, 0.43, 0.24, 0.36, 0.83, 0.84, 0.43, 0.30, 0.43, 0.30, -1.01, 0.24, -0.02, -0.69, 0.19, 0.00, 0.48, -0.34, -0.69, -0.46, -0.79, -0.17, 0.56, -0.52, 0.20, -0.70, 0.39, -0.30, -1.25, 1.17, -1.43, -1.16, 0.15, 0.34, -1.52, -1.66, 0.39, 0.29, 0.33, 0.52, 0.24, 0.10, 0.38, 0.39, 0.37, 0.37, 0.32, 0.80, -0.73, 1.11, 0.49, 0.31, 0.32, 0.37, 0.33, 0.40, 0.60, 0.38, 0.54, 0.20, 0.40, 0.22, 0.49]}

{"formula": "C10H13ClNO", "method": "the ωB97M-V functional and the def2-TZVPD basis", "relative_energy_kj_mol": 159.5, "orbital_gap_ev": [7.22, 7.57], "charge": 1, "largest_force_ev_per_a": 5.83, "species": ["C", "C", "C", "C", "C", "C", "C", "C", "C", "C", "N", "O", "Cl", "H", "H", "H", "H", "H", "H", "H", "H", "H", "H", "H", "H", "H"], "xyz": [[0.919197, 2.931078, -1.111765], [-0.134350, 1.264956, -2.430365], [-0.280815, 3.243265, -0.404434], [-1.321900, 1.504773, -1.745939], [1.059852, 1.867590, -2.068425], [-1.336089, 2.332474, -0.668553], [0.224551, -0.309183, 1.340080], [-0.350100, -0.530259, 0.094642], [1.017406, -1.296193, 2.194386], [0.614774, -2.403222, -0.967833], [-1.281441, -0.383563, 1.186178], [-0.312292, -1.765919, -0.516071], [-2.761647, 2.490345, 0.338830], [1.911418, 3.427438, -0.931653], [-0.218376, 0.692121, -3.311330], [-0.411426, 4.095909, 0.221015], [-2.240432, 1.081946, -2.128602], [0.597958, 0.645334, 1.575290], [2.021057, -0.930778, 2.209698], [0.875362, -2.213040, 1.690461], [0.550445, -1.386126, 3.249229], [1.997817, 1.526212, -2.506766], [0.472498, -3.300193, -1.528733], [1.727342, -2.206258, -0.621064], [-1.978261, -1.111319, 1.485583], [-1.893920, 0.467518, 1.245502]], "forces_ev_per_a": [[1.652, -0.334, 0.131], [-0.104, 0.694, 0.127], [1.095, -2.495, -2.031], [0.004, -0.397, -0.806], [-1.637, 0.827, 1.352], [0.414, 2.359, 0.706], [1.521, -0.578, 3.181], [0.229, -0.638, -3.331], [-2.819, 0.384, 1.095], [5.680, -1.154, 0.585], [-3.186, 0.084, 1.075], [-3.380, 1.750, 1.241], [-0.183, -0.131, -0.118], [-1.450, 0.084, 0.164], [0.179, -0.934, -0.791], [0.160, 0.226, 0.550], [-0.045, -0.266, 0.283], [-0.284, 1.633, -0.078], [0.670, -0.149, 0.189], [0.583, -1.535, 0.011], [1.032, 0.284, -1.664], [-0.168, 0.645, 0.107], [-0.712, -0.262, -0.460], [-2.271, 0.113, -0.918], [1.850, -0.118, 0.012], [1.172, -0.090, -0.614]], "nbo_charge": [-0.19, -0.19, -0.24, -0.25, -0.22, -0.03, -0.06, 0.18, -0.63, 0.17, -0.60, -0.31, -0.01, 0.23, 0.22, 0.25, 0.24, 0.24, 0.25, 0.21, 0.26, 0.23, 0.20, 0.17, 0.45, 0.45]}

Let's list energy in order: -807.7847; -1410.3246; -2424.2652; -978.5677 a.u..